1.
{
  "formula": "C4H2F2O",
  "method": "wB97M-V/def2-TZVPD",
  "symbols": ["C", "C", "C", "C", "O", "F", "F", "H", "H"],
  "xyz": [[0.615301, 2.159557, -0.318664], [0.545741, 0.947804, -0.021997], [0.559458, -0.327199, 0.823943], [-0.177436, -0.326696, -0.405966], [-1.497699, -0.254312, -0.131334], [1.754760, -0.872433, 0.896605], [0.310636, -0.837433, -1.529534], [-0.042926, -0.248648, 1.607544], [-2.067837, -0.240644, -0.920596]],
  "forces_ev_per_a": [[0.179, 1.221, -0.379], [0.010, -0.484, 1.065], [2.428, 1.072, -3.593], [-0.092, 1.054, -0.218], [-1.262, -1.163, -1.246], [0.866, -0.982, 0.547], [-0.703, -0.921, -0.265], [-1.876, -0.034, 3.902], [0.450, 0.237, 0.186]],
  "nbo_charge": [0.22, -0.57, 0.23, 0.64, -0.67, -0.28, -0.28, 0.20, 0.51],
  "e_lumo_ev": -0.24,
  "spin_multiplicity": 1,
  "homo_lumo_gap_ev": 10.228,
  "e_above_lowest_kcal_mol": 112.4
}



2.
{
  "formula": "C11H48N6O17",
  "method": "wB97M-V/def2-TZVPD",
  "symbols": ["C", "O", "N", "N", "H", "H", "H", "H", "C", "O", "N", "N", "H", "H", "H", "H", "C", "O", "N", "N", "H", "H", "H", "H", "C", "C", "O", "O", "H", "H", "H", "H", "H", "H", "C", "C", "O", "O", "H", "H", "H", "H", "H", "H", "C", "C", "O", "O", "H", "H", "H", "H", "H", "H", "C", "C", "O", "O", "H", "H", "H", "H", "H", "H", "O", "H", "H", "O", "H", "H", "O", "H", "H", "O", "H", "H", "O", "H", "H", "O", "H", "H"],
  "xyz": [[3.304752, -1.914099, 3.514636], [4.179781, -0.985758, 3.398807], [2.268163, -1.816119, 4.426501], [3.252740, -3.040977, 2.792286], [2.129906, -0.893463, 4.901303], [1.781031, -2.655906, 4.674360], [4.046392, -3.167847, 2.212211], [2.443953, -3.644651, 2.778803], [-1.664096, 1.034366, 0.196051], [-1.258606, 0.656074, -0.939040], [-2.339132, 0.127292, 0.968362], [-1.502366, 2.276784, 0.627324], [-2.198512, -0.762391, 0.466779], [-1.928579, 0.008017, 1.865078], [-0.830028, 2.829027, 0.146484], [-1.805394, 2.538366, 1.543539], [-1.766339, -5.366629, 0.854069], [-1.069184, -6.031169, 1.706676], [-1.808249, -5.702891, -0.413487], [-2.478375, -4.265527, 1.241638], [-1.095661, -6.376026, -0.650707], [-2.028797, -5.000421, -1.139076], [-3.184391, -3.846075, 0.609840], [-2.463683, -3.997818, 2.190103], [1.284792, -1.973610, -0.682397], [2.582575, -1.223174, -0.734201], [2.335303, 0.181715, -0.925410], [0.339609, -1.340263, 0.260566], [1.409471, -2.994818, -0.491601], [0.887772, -1.652326, -1.716161], [3.107942, -1.667272, -1.588662], [3.330060, -1.286206, 0.070349], [2.984127, 0.717964, -0.456572], [0.267238, -0.425854, -0.055826], [-2.873390, 3.934362, -2.289939], [-2.752382, 4.912133, -1.151938], [-1.495582, 4.940902, -0.548562], [-2.001297, 4.238272, -3.319682], [-3.870975, 4.069857, -2.717426], [-2.729228, 2.898477, -1.908212], [-3.402115, 4.745915, -0.336802], [-3.022175, 5.905826, -1.536560], [-0.828556, 5.150888, -1.225918], [-1.245243, 3.669064, -3.171486], [-1.178875, -0.184184, -4.188511], [-0.676195, 0.898224, -5.097031], [0.696090, 0.607018, -5.607013], [-1.375961, -1.386619, -4.956973], [-2.137218, 0.163758, -3.830789], [-0.386512, -0.312366, -3.443299], [-0.610006, 1.896004, -4.611092], [-1.357484, 0.916766, -5.952162], [0.607908, -0.080327, -6.244220], [-1.197468, -2.194130, -4.398001], [-0.387449, 2.644591, 4.041961], [0.871629, 2.922502, 3.254465], [1.649576, 1.779514, 3.376199], [-1.070579, 1.466544, 3.592983], [-1.009908, 3.550098, 3.844340], [-0.029641, 2.496582, 5.092218], [1.399309, 3.822027, 3.492331], [0.592070, 2.993453, 2.192377], [2.389940, 1.717171, 2.711700], [-0.296303, 0.866877, 3.436547], [0.537999, -4.257269, 2.885184], [0.043598, -5.030384, 2.496456], [-0.041182, -3.510950, 2.913520], [-2.165326, -2.860490, -1.153036], [-2.496566, -2.475475, -1.951452], [-1.356023, -2.337118, -0.902183], [0.184651, 2.765218, -1.954527], [0.983223, 2.531478, -2.508540], [-0.147638, 1.928047, -1.595415], [-0.415023, -1.455052, 2.938331], [0.141156, -1.349368, 3.676019], [0.177766, -1.633421, 2.150044], [2.259060, 2.668551, -4.109262], [3.214885, 2.452752, -4.166231], [1.809872, 2.210074, -4.826354], [3.806971, 1.077217, 1.774738], [4.078493, 0.233742, 2.252871], [4.597907, 1.654901, 1.927675]],
  "forces_ev_per_a": [[0.275, 2.183, 0.810], [-1.863, -2.449, 0.033], [0.692, 1.805, -0.039], [0.700, 0.567, 0.078], [0.342, -1.630, -0.534], [-0.266, 0.007, 0.273], [0.337, -0.455, -0.574], [-0.279, -0.216, -0.052], [0.147, -0.733, -1.371], [0.040, 0.587, 0.608], [0.036, -1.085, -1.029], [-0.131, -0.340, 0.282], [-0.520, 0.449, 0.465], [0.068, 0.229, 1.312], [0.151, 0.835, -0.381], [0.009, -0.020, 0.292], [1.153, -0.013, 4.178], [-1.463, 1.310, -1.945], [0.097, -0.215, -2.806], [-0.702, -0.319, -1.745], [-0.193, -0.083, -0.095], [0.140, -0.522, 0.945], [1.100, -0.392, 0.803], [-0.058, 0.056, 0.897], [-1.418, 4.366, -0.843], [1.799, 0.845, 0.239], [-0.533, -0.708, -0.531], [0.949, -1.536, -0.509], [-0.181, -1.463, 0.193], [0.131, -1.394, 1.133], [0.063, 0.271, -0.286], [-0.728, -0.496, 0.414], [0.013, -0.280, 0.289], [-0.087, 0.044, -0.053], [-1.219, -0.558, 0.826], [0.125, 1.055, -0.637], [1.453, 0.236, -0.131], [0.781, 0.110, -0.703], [-0.238, -0.390, 0.273], [-0.172, 0.457, -0.343], [-1.179, -0.657, 0.680], [0.133, 0.057, -0.087], [-0.301, -0.216, 0.273], [0.789, -0.071, 0.034], [0.838, -0.105, -0.329], [1.274, -0.060, -1.165], [-1.304, 1.287, 1.446], [0.435, -1.086, 0.853], [-0.178, -0.034, 0.772], [-0.576, -0.162, 0.403], [-0.202, -0.820, -0.219], [0.083, 0.426, -0.061], [-0.105, -0.870, -0.724], [-0.243, 1.553, -0.882], [0.214, 1.020, 0.316], [-0.757, -1.058, -1.890], [1.533, -1.152, 0.006], [1.587, 0.155, -0.058], [-0.042, -0.809, 0.852], [-0.841, 0.434, -0.454], [0.159, 0.724, 0.712], [-0.136, 0.369, 0.024], [-0.706, 0.004, 0.633], [-1.022, 0.192, -0.046], [1.084, -1.063, -0.035], [0.000, 0.571, 0.254], [-0.849, 0.710, -0.034], [1.252, 0.237, 0.712], [-0.258, 0.607, -0.716], [-0.982, -0.515, -0.210], [1.211, 0.054, -1.034], [-0.932, 0.392, 0.737], [-0.234, -0.408, -0.130], [-0.646, -0.608, -2.451], [1.308, 0.178, 1.369], [-0.766, 0.594, 0.847], [0.847, 0.169, 0.365], [-1.110, 0.075, -0.076], [0.161, -0.403, -0.239], [1.556, 0.205, 0.264], [-0.555, 0.592, -0.155], [-1.089, -0.622, -0.298]],
  "lowdin_charge": [-0.58, -0.05, 0.15, 0.19, 0.14, 0.09, 0.10, 0.07, -0.62, -0.05, 0.18, 0.23, 0.09, 0.05, 0.07, 0.11, -0.63, -0.06, 0.17, 0.17, 0.12, 0.10, 0.11, 0.09, -0.16, -0.24, -0.06, -0.12, 0.11, 0.14, 0.12, 0.11, 0.07, 0.05, -0.27, -0.27, -0.08, -0.05, 0.12, 0.12, 0.10, 0.12, 0.09, 0.03, -0.25, -0.17, -0.08, -0.09, 0.12, 0.11, 0.12, 0.12, 0.06, 0.10, -0.23, -0.28, -0.09, -0.10, 0.13, 0.13, 0.11, 0.11, 0.06, 0.06, -0.08, 0.01, -0.03, -0.06, 0.04, 0.05, -0.08, 0.04, -0.01, -0.06, -0.01, 0.05, -0.06, 0.07, 0.01, -0.09, 0.02, 0.09],
  "e_lumo_ev": 0.05,
  "spin_multiplicity": 1,
  "homo_lumo_gap_ev": 9.491,
  "e_above_lowest_kcal_mol": 0.0
}



3.
{
  "formula": "CH4N2",
  "method": "wB97M-V/def2-TZVPD",
  "symbols": ["H", "N", "C", "N", "H", "H", "H"],
  "xyz": [[-1.324847, -1.166634, -0.353102], [-1.409488, -0.111118, 0.036250], [-0.112906, 0.397783, 0.000334], [1.223137, -0.270672, -0.053083], [0.037051, 1.600931, 0.031560], [1.852598, 0.220605, -0.634636], [1.417092, -0.369066, 1.072003]],
  "forces_ev_per_a": [[-0.008, 2.595, 1.680], [6.632, -0.401, -1.900], [-3.223, 0.574, -0.200], [-3.750, -1.259, 4.119], [-0.940, -2.796, 0.206], [1.014, 0.877, 0.171], [0.274, 0.409, -4.076]],
  "nbo_charge": [0.34, -0.63, 0.26, -0.90, 0.14, 0.38, 0.40],
  "e_lumo_ev": 0.84,
  "spin_multiplicity": 1,
  "homo_lumo_gap_ev": 10.713,
  "e_above_lowest_kcal_mol": 71.5
}